# 1
# C4H8N4

One molecule with the formula C4H8N4 in a non-equilibrium geometry (ωB97M-V/def2-TZVPD, the Open Molecules 2025 dataset).

Cartesian coordinates (Å):
N  1.69062  0.56864  1.35673
N  1.00114  -0.52087  1.89889
C  0.54224  -1.43879  1.18989
N  0.69997  -1.61708  -0.09839
C  -0.02357  -1.05217  -1.02293
N  -1.19049  -0.36123  -0.91538
C  -1.36310  0.79343  -0.04195
C  -1.06533  1.08109  -1.44280
H  2.43256  0.65315  2.02179
H  1.99534  0.55230  0.29672
H  -0.11328  -2.16173  1.71351
H  0.19501  -1.36660  -2.01489
H  -2.31289  1.10916  0.47614
H  -0.55282  1.03587  0.58575
H  -1.88571  1.27225  -2.30355
H  -0.04969  1.45258  -1.69953

energy above the lowest of the compared OMol25 structures with the same formula, charge and spin: 92.7 kcal per mole
HOMO: -8.477 eV
structure (SMILES): N/N=C\N=C/N1CC1
calculated total energy: -10234.22336 eV
largest force on an atom: 5.22 eV/A

---

# 2
# C6H14N4O2

One molecule with the formula C6H14N4O2 in a non-equilibrium geometry (ωB97M-V/def2-TZVPD, the Open Molecules 2025 dataset).

Cartesian coordinates (Å):
H  5.36748  -0.39857  -0.64639
N  4.45647  -0.67372  -0.18964
C  3.42705  -0.66107  -0.96878
N  3.37210  -0.35214  -2.34074
N  2.17852  -0.88754  -0.42037
C  0.93621  -0.35311  -0.81324
C  -0.14274  -0.34959  0.29017
C  -1.27947  0.57415  -0.12425
C  -2.63984  0.33310  0.52383
N  -3.57569  1.36180  0.02968
C  -2.51919  0.38634  2.06890
O  -2.80936  1.36164  2.70346
O  -1.99311  -0.75287  2.62034
H  2.55879  -0.69852  -2.86425
H  4.26141  -0.40759  -2.82033
H  2.26140  -0.86841  0.56414
H  1.03363  0.68621  -1.17978
H  0.56068  -0.93288  -1.65785
H  -0.47507  -1.42570  0.48821
H  0.35826  -0.02276  1.22067
H  -0.89361  1.59341  0.00625
H  -1.46647  0.47992  -1.18471
H  -2.97211  -0.69837  0.27845
H  -4.53662  1.09775  0.27645
H  -3.38320  2.21365  0.56431
H  -2.08549  -0.60514  3.57547

energy above the lowest of the compared OMol25 structures with the same formula, charge and spin: 16.6 kcal per mole
HOMO: -8.570 eV
structure (SMILES): [H]/N=C(\N)NCCC[C@H](N)C(=O)O
calculated total energy: -16504.99672 eV
largest force on an atom: 2.08 eV/A

---

# 3
# C2H6N2O

One molecule with the formula C2H6N2O in a non-equilibrium geometry (ωB97M-V/def2-TZVPD, the Open Molecules 2025 dataset).

Cartesian coordinates (Å):
O  1.36106  -0.03807  -1.36863
C  0.60723  -0.61700  -0.56183
N  0.52224  0.04797  0.75809
C  -0.72320  0.69108  0.75316
N  -1.61805  -0.28811  0.35666
H  -0.54788  -0.48278  -0.86850
H  1.32689  0.65416  0.85854
H  -0.94858  1.22793  1.69174
H  -0.68126  1.41085  -0.09970
H  0.73588  -1.69740  -0.35231
H  -2.51110  0.14779  0.06363

energy above the lowest of the compared OMol25 structures with the same formula, charge and spin: 135.3 kcal per mole
HOMO: -9.561 eV
calculated total energy: -7193.92236 eV
largest force on an atom: 3.85 eV/A

---

# 4
# C2H16N2O4

A 5-piece molecular cluster, C2H16N2O4 overall in a non-equilibrium geometry (ωB97M-V/def2-TZVPD, the Open Molecules 2025 dataset).

Cartesian coordinates (Å):
N  1.01265  0.94164  1.11696
C  1.47214  -0.38260  1.52195
C  1.17813  -1.49064  0.53128
N  -0.25321  -1.55760  0.19197
H  1.60135  1.68410  1.46784
H  0.99455  1.12162  0.10361
H  2.48868  -0.54624  1.81005
H  0.82926  -0.49343  2.40398
H  1.53808  -2.51120  0.84861
H  1.82323  -1.22561  -0.33013
H  -0.84303  -1.77965  1.00998
H  -0.63389  -0.61086  0.14877
O  -1.30254  1.80245  1.07438
H  -0.54425  1.29879  1.80217
H  -1.84345  1.86430  1.89619
O  -2.52785  1.24374  -1.17244
H  -2.76790  2.17863  -1.20350
H  -1.99926  1.25515  -0.33966
O  0.02329  -1.92827  -2.72481
H  -0.07913  -1.93389  -1.74823
H  -0.79632  -1.44172  -2.90920
O  0.45811  1.09409  -1.76985
H  0.66748  0.16678  -1.92827
H  -0.49615  1.25043  -1.80163

energy above the lowest of the compared OMol25 structures with the same formula, charge and spin: 52.9 kcal per mole
HOMO: -9.811 eV
structure (SMILES): NCCN.O.O.O.O
calculated total energy: -13502.63883 eV
largest force on an atom: 5.77 eV/A

---

# 5
# C3H3O2S

An isolated ion of composition C3H3O2S and charge -1 in a non-equilibrium geometry (ωB97M-V/def2-TZVPD, the Open Molecules 2025 dataset).

Cartesian coordinates (Å):
C  0.08767  0.05701  -0.04185
C  0.62855  1.09848  -1.15479
O  1.71200  1.56547  -0.84186
C  -0.02175  1.45912  -2.52118
O  0.40518  1.18086  -3.64367
S  -1.34606  2.40886  -2.00194
H  1.08984  -0.31391  0.44139
H  -0.50930  0.72445  0.72359
H  -0.61235  -0.54355  -0.48885

energy above the lowest of the compared OMol25 structures with the same formula, charge and spin: 11.2 kcal per mole
HOMO: -3.690 eV
structure (SMILES): CC(=O)C([O-])=S
calculated total energy: -18090.60579 eV
largest force on an atom: 4.87 eV/A
net charge: -1

---

# 6
# C5H8O2

A 2-piece molecular cluster, C5H8O2 overall (ωB97M-V/def2-TZVPD, the Open Molecules 2025 dataset).

Cartesian coordinates (Å):
O  -1.08953  1.68044  0.64285
C  -0.36920  0.75615  0.35349
C  0.89580  0.36337  1.11629
C  1.68929  -0.56511  0.18532
C  0.84607  -0.73063  -1.08213
O  1.24245  -1.19959  -2.11945
C  -0.54973  -0.18833  -0.82073
H  1.43475  1.26809  1.41032
H  0.58340  -0.13532  2.04154
H  2.67214  -0.17353  -0.09329
H  1.85217  -1.55948  0.61688
H  -1.01856  0.26979  -1.69345
H  -1.18856  -1.02359  -0.49369
H  -3.76986  0.37207  -0.10386
H  -3.23063  0.86569  0.03990

energy above the lowest of the compared OMol25 structures with the same formula, charge and spin: 26.9 kcal per mole
HOMO: -9.680 eV
structure (SMILES): O=C1CCC(=O)C1.[H][H]
calculated total energy: -9408.66635 eV
largest force on an atom: 0.53 eV/A